(1)
Below is a cluster of 2 separate species, C2H4OS in total, with properties calculated with ωB97M-V/def2-TZVPD.

ΔE to the lowest compared entry with this formula, charge and spin ... 66.3 kcal per mole
Structure (SMILES) ... C=C=O.S
Multiplicity ... 1
Lowest unoccupied orbital energy ... 0.347 eV
E_HOMO ... -9.255 eV
Orbital gap ... 0.353 Eh

Atoms and positions in Å:
C: -0.884 0.784 0.056
C: -1.322 -0.281 -0.438
O: -1.036 -1.406 -0.601
H: -1.112 1.165 1.058
H: -0.312 1.601 -0.458
S: 2.153 -0.499 -0.113
H: 1.085 -1.530 -0.443
H: 1.429 0.165 0.940

Forces on the atoms, in the same order (eV/Å):
0.955 7.348 1.911
2.285 -4.208 -0.073
-2.260 -1.177 -1.412
-0.465 -0.649 -0.298
-0.841 -1.270 -0.187
-2.563 -1.066 0.739
1.979 2.224 0.894
0.910 -1.202 -1.574

(2)
Below is a structure of composition C5H8N, with properties calculated with ωB97M-V/def2-TZVPD.

ΔE to the lowest compared entry with this formula, charge and spin ... 65.5 kcal per mole
Multiplicity ... 1
Lowest unoccupied orbital energy ... -4.895 eV
E_HOMO ... -15.191 eV
Net charge ... +1
Orbital gap ... 0.378 Eh

Atoms and positions in Å:
C: -0.211 1.400 0.027
C: 0.908 -0.257 0.190
C: 1.291 -1.469 -0.021
C: 1.281 1.210 0.050
C: -1.791 -0.414 0.057
N: -0.533 0.168 0.181
H: -1.003 2.133 0.096
H: 0.570 -2.212 -0.174
H: 2.329 -1.901 -0.088
H: 1.610 1.578 -0.978
H: 1.894 1.569 0.901
H: -1.655 -1.420 -0.402
H: -2.240 0.232 -0.746
H: -2.450 -0.618 0.907

Forces on the atoms, in the same order (eV/Å):
-0.585 0.182 2.004
-1.368 0.787 -0.969
2.716 -1.641 -0.079
0.235 0.723 -0.606
-2.062 -1.708 -2.476
3.027 0.729 0.403
0.420 0.727 -0.615
-1.189 -1.018 0.186
-1.053 1.182 0.040
0.379 -0.822 1.378
-0.565 0.356 -0.716
-0.065 0.652 0.147
-0.487 -0.914 1.026
0.596 0.765 0.276

(3)
Below is a cluster of 3 separate species, C5H10O4 in total, with properties calculated with ωB97M-V/def2-TZVPD.

ΔE to the lowest compared entry with this formula, charge and spin ... 121.2 kcal per mole
Structure (SMILES) ... O=C(O)CO.C#C.CO
Multiplicity ... 1
Lowest unoccupied orbital energy ... 0.445 eV
E_HOMO ... -10.109 eV
Orbital gap ... 0.388 Eh

Atoms and positions in Å:
O: 0.194 2.098 2.855
C: 0.180 1.304 1.948
O: -0.944 0.723 1.529
C: 1.464 0.920 1.214
O: 2.575 1.595 1.743
H: -0.785 0.102 0.777
H: 1.338 1.156 0.150
H: 1.596 -0.166 1.294
H: 2.237 2.142 2.471
C: -0.908 0.290 -2.101
C: 0.248 0.124 -2.560
H: -1.899 0.631 -1.891
H: 0.874 0.515 -3.338
C: -1.316 -2.180 -0.539
O: -0.628 -0.929 -0.601
H: -0.792 -2.851 0.145
H: -1.372 -2.640 -1.531
H: -2.324 -2.015 -0.158
H: 0.263 -0.819 -1.407

Forces on the atoms, in the same order (eV/Å):
-0.007 -0.202 -0.200
0.131 0.083 -0.008
0.071 0.036 0.027
-0.051 0.029 0.104
-0.196 -0.046 -0.009
0.141 0.093 0.116
0.001 0.004 0.049
-0.009 0.058 0.002
-0.041 -0.044 -0.055
0.963 0.192 -0.693
-0.727 0.417 -0.063
-0.038 -0.128 0.142
0.031 -0.085 -0.045
0.212 0.046 0.034
0.706 -0.339 -0.459
-0.055 0.007 -0.074
0.006 0.035 0.045
0.013 0.019 -0.021
-1.150 -0.176 1.109

(4)
Below is a cluster of 19 separate species, H38O19 in total, with properties calculated with ωB97M-V/def2-TZVPD.

ΔE to the lowest compared entry with this formula, charge and spin ... 116.0 kcal per mole
Multiplicity ... 2
Lowest unoccupied orbital energy (spin up / spin down) ... -2.817 / -10.536 eV
E_HOMO (spin up / spin down) ... -13.238 / -12.749 eV
Net charge ... +1
Orbital gap (spin up / spin down) ... 0.383 / 0.081 Eh

Atoms and positions in Å:
O: 1.937 -3.696 -0.694
H: 2.714 -3.152 -0.978
H: 1.334 -2.971 -0.592
O: 2.616 0.437 -3.551
H: 2.568 1.073 -4.126
H: 3.436 0.413 -3.103
O: -4.626 -1.179 0.729
H: -4.522 -0.608 0.018
H: -3.865 -1.784 0.838
O: 2.739 2.565 -1.174
H: 1.739 2.563 -1.261
H: 3.031 2.002 -0.477
O: -2.293 1.907 3.819
H: -1.978 2.786 4.003
H: -2.279 1.330 4.538
O: 1.099 -1.571 -2.309
H: 1.628 -0.870 -2.434
H: 0.955 -1.740 -3.285
O: -0.329 -0.665 4.405
H: 0.280 -0.969 3.747
H: 0.175 0.045 4.727
O: 1.010 2.671 -3.338
H: 1.673 3.431 -3.628
H: 1.109 2.134 -4.129
O: -0.516 1.415 0.070
H: -0.049 1.659 -0.753
H: -0.370 2.247 0.550
O: -0.781 3.327 2.102
H: -1.630 3.494 1.648
H: -0.504 4.301 2.371
O: 4.246 -0.008 1.621
H: 4.046 -0.136 0.571
H: 4.010 -0.916 1.850
O: -0.647 -3.206 -0.550
H: -0.449 -2.741 0.387
H: -1.500 -3.049 -0.722
O: -1.747 3.791 -1.295
H: -2.243 2.946 -1.221
H: -1.246 3.773 -2.099
O: 2.010 -0.068 4.248
H: 2.173 -0.436 3.374
H: 2.834 0.285 4.663
O: -2.751 -2.909 1.218
H: -2.697 -3.058 2.270
H: -3.428 -3.412 0.652
O: -0.397 -4.692 2.112
H: 0.525 -4.910 1.630
H: -1.108 -4.500 1.339
O: -0.351 0.182 -4.327
H: -0.810 -0.798 -4.217
H: -1.021 0.729 -4.189
O: 1.178 -0.715 0.243
H: 0.739 -0.977 -0.551
H: 0.603 -0.125 0.762
O: -2.980 1.211 -1.732
H: -2.832 1.384 -2.674
H: -2.458 1.756 -1.089

Forces on the atoms, in the same order (eV/Å):
2.065 0.266 -0.188
-0.341 -1.018 0.134
-1.504 0.528 -0.039
-0.889 -6.520 4.467
0.151 5.463 -4.735
1.358 0.523 0.346
-0.744 -1.744 2.137
0.598 1.497 -2.046
-0.255 1.230 -0.157
-1.632 0.910 -1.114
2.177 -0.333 0.258
-0.210 -0.557 0.967
-0.536 0.342 -2.532
0.427 0.288 0.502
0.074 -1.074 2.150
-2.959 -4.275 -1.458
3.338 4.761 -0.358
-0.157 -0.326 1.657
-2.551 -1.406 -0.250
0.206 -0.777 -0.847
1.220 1.989 1.155
1.997 2.976 -1.433
-2.073 -1.926 1.405
-0.730 -0.544 0.082
0.505 0.782 -0.700
-0.405 -0.699 0.109
-0.248 -0.051 0.689
0.330 3.518 0.605
0.346 -0.149 0.209
-0.616 -2.984 -0.961
-1.089 -0.965 -4.130
0.777 0.937 3.662
0.232 -0.079 0.508
5.998 0.447 4.101
-1.142 -1.513 -3.201
-4.991 1.201 -0.855
-0.711 -0.295 1.272
0.660 2.317 -0.733
0.383 -0.212 -0.793
0.976 0.611 0.773
0.879 0.399 0.019
-0.776 -0.613 -0.993
0.003 -1.160 1.792
-1.033 -0.123 -3.836
1.176 0.283 2.347
0.674 0.135 -3.664
-3.345 0.679 1.308
2.771 -0.761 2.288
2.793 -7.698 -0.566
1.735 3.934 -0.494
-4.659 3.851 0.922
1.127 -0.139 1.754
-0.984 0.033 -1.006
-0.088 -0.028 -0.798
-0.212 -0.221 0.718
0.279 0.537 0.791
-0.376 -2.249 -1.240

(5)
Below is a structure of composition C4H10BrHfO2, with properties calculated with ωB97M-V/def2-TZVPD.

ΔE to the lowest compared entry with this formula, charge and spin ... 43.0 kcal per mole
Multiplicity ... 1
Lowest unoccupied orbital energy ... -17.687 eV
E_HOMO ... -20.380 eV
Net charge ... +3
Orbital gap ... 0.099 Eh

Atoms and positions in Å:
Hf: 2.577 -3.110 -1.737
Br: 1.967 -1.152 -2.406
C: -2.586 0.559 -0.515
O: -1.286 0.697 0.007
C: -0.376 -0.159 -0.632
C: 1.110 -0.050 -0.158
O: 1.283 -0.501 1.184
C: 0.983 0.506 2.146
H: -2.617 0.733 -1.590
H: -3.162 1.361 -0.052
H: -2.909 -0.458 -0.291
H: -0.281 0.054 -1.697
H: -0.636 -1.193 -0.407
H: 1.597 0.924 -0.221
H: 1.735 -0.587 -0.871
H: 1.776 1.244 2.271
H: 0.694 -0.011 3.062
H: 0.132 1.143 1.905

Forces on the atoms, in the same order (eV/Å):
1.420 -4.633 1.315
-0.173 2.333 -5.138
-0.421 1.091 0.400
1.772 -0.832 -0.855
1.749 0.900 0.884
-1.761 2.331 4.352
-0.121 -0.872 -2.599
-0.391 1.274 0.988
0.140 -0.192 -0.424
-0.225 -0.455 0.160
-0.520 -0.188 0.008
-0.953 -0.102 -0.628
-0.443 -0.703 -0.319
-0.529 0.712 -0.272
-0.247 0.264 2.427
0.537 -0.499 0.221
0.509 -0.007 0.023
-0.345 -0.420 -0.542

(6)
Below is a structure of composition C5H10O2Sr, with properties calculated with ωB97M-V/def2-TZVPD.

ΔE to the lowest compared entry with this formula, charge and spin ... 33.0 kcal per mole
Multiplicity ... 1
Lowest unoccupied orbital energy ... -0.293 eV
E_HOMO ... -5.598 eV
Orbital gap ... 0.195 Eh

Atoms and positions in Å:
C: 2.490 0.179 -0.026
O: 1.890 -1.116 0.200
C: 0.817 -1.151 1.093
C: -0.527 -1.188 0.396
O: -0.848 0.092 -0.188
C: -2.129 0.192 -0.680
C: -2.764 1.355 -0.764
H: 2.872 0.598 0.926
H: 3.302 -0.001 -0.751
H: 0.829 -0.314 1.815
H: 0.898 -2.088 1.666
H: -1.307 -1.432 1.131
H: -0.526 -1.945 -0.403
H: -2.556 -0.756 -1.018
H: -2.242 2.306 -0.653
H: -3.830 1.361 -0.985
H: 2.758 2.371 -0.702
Sr: 0.875 1.534 -1.058

Forces on the atoms, in the same order (eV/Å):
-0.031 0.094 0.252
-0.433 -1.638 0.528
0.456 -0.017 -0.284
-0.301 -0.616 0.273
-0.543 -0.228 -0.096
-0.074 -0.132 0.206
-0.014 -0.111 -0.289
0.277 -0.322 -0.315
-0.046 0.104 0.510
0.100 -0.118 -0.151
-0.155 0.191 0.002
0.058 0.046 -0.154
0.043 0.161 0.186
-0.087 0.200 0.450
-0.303 -0.194 0.505
0.428 0.092 -0.383
0.300 1.243 -0.272
0.324 1.246 -0.970

(7)
Below is a structure of composition C6H15FN3O3Pt, with properties calculated with ωB97M-V/def2-TZVPD.

ΔE to the lowest compared entry with this formula, charge and spin ... 8.4 kcal per mole
Multiplicity ... 3
Lowest unoccupied orbital energy (spin up / spin down) ... -5.700 / -8.606 eV
E_HOMO (spin up / spin down) ... -11.964 / -11.964 eV
Net charge ... +1
Orbital gap (spin up / spin down) ... 0.230 / 0.123 Eh

Atoms and positions in Å:
Pt: -1.116 2.810 -1.944
F: -1.063 1.310 -0.495
O: -2.576 -3.600 -1.612
C: -2.080 -2.933 -2.496
N: -2.537 -2.995 -3.774
C: -0.937 -1.938 -2.291
H: -2.245 -2.340 -4.473
H: -3.355 -3.560 -3.927
H: 0.068 -2.347 -2.194
H: -1.072 -1.325 -1.398
H: -0.911 -1.234 -3.127
O: 3.322 1.082 1.209
C: 2.366 0.683 0.555
N: 1.716 1.468 -0.324
C: 1.970 -0.772 0.615
H: 0.791 1.208 -0.648
H: 2.002 2.436 -0.292
H: 1.992 -1.028 1.678
H: 2.710 -1.426 0.160
H: 0.978 -1.013 0.231
O: 0.421 1.082 4.355
C: -0.020 1.408 3.230
N: -0.720 0.613 2.449
C: 0.426 2.726 2.648
H: -0.919 0.925 1.497
H: -0.998 -0.307 2.766
H: 0.151 2.867 1.613
H: 1.516 2.633 2.719
H: 0.122 3.566 3.270

Forces on the atoms, in the same order (eV/Å):
-0.104 -0.969 0.857
-0.079 0.981 -0.595
0.317 0.150 0.113
0.209 0.171 0.231
-0.052 -0.037 0.079
0.033 0.659 -0.072
0.000 -0.060 -0.089
0.013 -0.012 -0.141
-0.211 -0.551 -0.159
-0.385 -0.223 0.073
0.095 -0.049 -0.037
-0.692 0.178 0.006
1.436 -0.787 0.029
-0.350 0.439 -0.040
-0.453 -0.193 0.836
0.163 0.107 0.034
-0.108 -0.025 -0.240
-0.025 -0.120 -0.055
0.082 0.248 -0.240
0.061 0.124 -0.215
-0.084 -0.009 0.673
-0.701 -0.196 -2.412
0.252 0.195 0.829
1.199 0.244 1.095
-0.152 -0.114 -0.107
-0.016 -0.041 -0.166
-0.393 -0.380 -0.108
0.046 0.369 -0.221
-0.099 -0.099 0.041

(8)
Below is a cluster of 2 separate species, C6H13O in total, with properties calculated with ωB97M-V/def2-TZVPD.

ΔE to the lowest compared entry with this formula, charge and spin ... 12.2 kcal per mole
Multiplicity ... 2
Lowest unoccupied orbital energy (spin up / spin down) ... 6.577 / 6.456 eV
E_HOMO (spin up / spin down) ... 4.323 / -0.292 eV
Net charge ... -2
Orbital gap (spin up / spin down) ... 0.083 / 0.248 Eh

Atoms and positions in Å:
C: 2.076 0.774 0.526
C: 1.593 -0.449 0.175
C: 2.386 -1.679 -0.167
C: 1.140 1.913 0.827
H: 3.174 0.933 0.558
H: 0.501 -0.524 0.110
H: 2.088 -2.555 0.466
H: 2.201 -1.957 -1.231
H: 3.492 -1.493 -0.075
H: 0.098 1.510 0.781
H: 1.258 2.728 0.092
H: 1.393 2.351 1.848
C: -2.327 -0.219 0.193
O: -1.114 0.404 0.081
C: -3.061 -0.209 -1.163
H: -3.013 0.298 0.923
H: -2.242 -1.264 0.526
H: -4.037 -0.680 -1.106
H: -2.436 -0.721 -1.842
H: -3.168 0.841 -1.521

Forces on the atoms, in the same order (eV/Å):
-0.049 -1.557 -0.439
0.783 1.161 0.281
0.766 0.250 0.010
0.346 0.320 0.780
-0.664 -0.085 0.061
0.260 -0.014 0.017
0.241 0.478 -0.559
0.032 -0.176 0.567
-0.776 -0.384 -0.004
0.641 0.525 0.146
-0.053 -0.077 0.161
-0.375 -0.327 -0.935
0.649 1.437 -0.358
-1.547 -0.485 0.150
-0.327 1.089 0.741
-0.001 -0.222 0.059
-0.122 -0.467 0.151
-0.486 -0.225 -0.084
0.651 -0.664 -1.030
0.031 -0.576 0.284